Entry from OMol25: a structure of composition C50H124Br26O32P8 at a distorted geometry (the ωB97M-V functional and the def2-TZVPD basis).

CARTESIAN COORDINATES (ANGSTROEM)
Br 6.308031 4.401121 -3.021907
Br -6.968154 2.218059 -1.993210
Br -4.200842 3.000937 3.620675
Br 0.712871 4.479075 -5.792609
Br -0.355054 2.687169 7.264783
Br -7.321903 -3.676364 -1.737891
Br -5.675784 -4.090299 1.589136
Br 0.553755 -4.943918 2.054557
Br -1.483381 -3.057406 -7.730474
Br -2.456003 -3.971435 -3.222683
Br 3.960989 -2.514015 0.169782
Br -8.564996 -0.564178 5.065770
Br 5.927527 1.664193 3.364308
Br 8.841960 -0.098686 3.572894
Br -6.258138 -1.477038 -4.301621
Br -4.202674 5.727510 -0.112524
Br -5.422392 -3.956247 5.626989
Br 3.373886 4.546875 2.902646
Br 1.735814 5.035401 -2.331450
Br -3.782410 -0.158283 5.980292
Br 5.084410 0.914012 -0.337623
Br -0.483519 0.473220 -6.390921
Br -4.986296 1.363614 -6.811176
Br -2.445285 -2.976179 0.232364
Br 6.569352 6.052406 5.910284
Br -3.401979 4.430230 -4.113452
P 1.840881 -3.021770 -3.183628
P 7.954294 -2.373445 -4.604956
P 0.067017 -6.660510 6.239035
P 4.942703 1.417687 -6.199057
P -1.265803 1.385179 -0.726968
P -1.639941 7.222111 2.407646
P -8.246187 1.392345 1.463157
P 1.540028 -0.833374 4.275094
O 7.282069 -1.760539 -5.925702
O 1.261271 0.576282 4.814873
O 3.445001 -3.119857 -3.356324
O -7.364771 2.580388 1.321038
O -1.556111 5.776261 1.774440
O 1.687725 -1.598652 -2.466570
O -1.384857 8.267589 1.263872
O 0.108248 1.997104 -0.214934
O 0.544568 -7.076049 4.825733
O 9.281971 -1.885695 -4.260706
O 1.414892 -3.977800 -1.988534
O 0.076811 -7.707284 7.272226
O 4.840942 0.910854 -4.810914
O 3.742243 2.272815 -6.579972
O 5.124268 0.404655 -7.386114
O 1.816313 -0.948858 2.811704
O -1.376543 -6.009638 5.945236
O 6.827634 -2.341648 -3.527447
O -0.283695 7.252983 3.232747
O 6.190958 2.325394 -6.548714
O 0.994200 -5.398565 6.454228
O -2.227417 2.496257 -0.935242
O 0.224529 -1.567322 4.779387
O -8.924951 1.408072 2.878780
O -7.477545 0.061447 1.283415
O 1.064080 -3.141126 -4.421313
O 7.894474 -3.894289 -5.104279
O -1.807673 0.181931 0.232861
O 2.628908 -1.430886 5.264096
O -2.787810 7.222922 3.264719
O -9.376371 1.290545 0.355167
O -0.798021 0.553602 -1.982612
C -5.800630 -1.264550 -2.463889
C -2.632889 0.551447 1.361444
C 4.954249 5.136557 5.223069
C 0.359073 3.313007 -4.262488
C -10.613231 0.605682 0.612870
C 4.309894 -0.790129 -7.435637
C -5.925686 3.560086 -3.003513
C -3.020995 -4.815058 0.632829
C -0.969789 -1.604831 3.980291
C 1.472390 -3.481130 1.103307
C -1.431578 1.018760 6.945950
C 8.030120 -1.738727 -7.139307
C 1.287312 1.210658 0.079909
C 0.180711 4.152251 -3.068936
C 5.516237 2.730980 -1.001801
C -1.987839 0.049597 -2.659246
C -2.465082 9.145101 0.898028
C -8.465666 2.473776 3.716135
C 5.191210 2.835215 -2.411674
C 7.520838 2.070760 -5.977625
C -3.916209 4.194357 1.053496
C 4.152246 -3.918398 -4.307619
C 8.758843 -4.862695 -4.523877
C -0.156865 6.162736 4.192772
C 2.102650 -0.402515 -3.150573
C 4.925037 5.359060 3.674825
C 6.015719 -0.308906 2.946977
C -2.545765 -6.097913 6.811164
C 2.912002 -3.898395 0.907274
C -7.636013 -2.076455 5.895212
C -2.020838 -2.956606 -5.758875
C 7.418129 -0.550705 2.332541
C -6.522998 -2.520377 4.969390
C -6.952853 -1.707660 -1.541299
C -0.442433 5.346778 1.045596
C 3.608845 3.227900 -7.671365
C -6.166409 -0.098511 1.911854
C 6.836216 -1.330225 -2.490240
C 1.917033 -7.233692 4.427551
C 2.056819 1.746618 4.477677
C -1.899223 -4.306431 -5.067375
C 3.329677 -2.612092 5.051165
C 1.467818 -5.407004 -2.079165
C 1.043760 -4.988368 7.860381
C -2.744243 1.537709 6.469622
C -4.480114 3.052393 -3.178126
C -3.877090 -4.828339 1.918042
C -4.622573 4.413433 2.374588
C -3.267126 0.455453 -6.915131
C -2.236712 1.394905 -6.312707
H 9.812264 -4.403580 -4.285780
H -4.018786 2.950517 -2.175567
H -2.620559 2.081417 5.543550
H -4.993136 -1.980339 -2.317555
H 1.399973 -2.570735 1.745513
H 4.881934 -3.270976 -4.667140
H 1.069068 -5.841242 -2.985959
H -0.733077 -1.719635 2.933445
H -1.617709 -0.754403 4.195954
H -2.848557 4.119622 1.033689
H 1.194440 2.573752 -4.177349
H 5.530842 1.968930 -3.073653
H 1.345934 0.349141 -3.046376
H 7.527918 -1.590236 2.084302
H -3.116226 0.154322 -7.948976
H -7.002931 -2.901906 4.011496
H 7.595190 0.026392 1.435554
H 3.453805 -4.356373 -5.016899
H -0.437732 6.629380 5.114734
H -0.159585 5.995362 0.237245
H 9.027091 -1.377911 -6.979816
H 4.905653 -1.584654 -7.916099
H 2.653223 -3.450991 4.934922
H -0.413929 3.650913 -2.267393
H 7.860518 -1.170367 -2.099297
H 4.950709 3.487364 -0.410195
H -3.434657 2.088810 7.050635
H -10.567301 -0.419998 0.915039
H 0.818816 -5.656174 -1.186502
H -0.798423 0.476081 6.223039
H 6.411054 -0.397964 -2.857906
H -1.635890 -0.712686 -3.350363
H 7.514818 -1.213875 -7.876100
H -5.449004 0.294400 1.204948
H 3.057063 -0.143772 -2.719646
H 0.935485 -3.266163 0.209995
H 3.328574 -4.109482 1.930101
H -3.439928 -4.196879 2.642252
H 3.463688 -0.546519 -8.081480
H 1.405049 -5.717164 8.600014
H -2.616956 -7.140625 7.157302
H -2.102255 -5.353712 0.738173
H 5.909958 -0.799489 3.922134
H 2.483957 -6.355248 4.761651
H 8.145628 -2.761062 -7.586137
H 2.186793 -0.621083 -4.221568
H -2.584503 0.911520 -3.087766
H 8.319269 2.220310 -6.737944
H -5.364246 -0.299248 -2.216267
H 5.763788 4.721280 3.314006
H -3.390923 1.344001 1.093267
H 1.587921 2.551816 3.876667
H 4.240283 2.979764 -8.486326
H -4.405649 3.347834 0.550489
H -7.273906 -1.700729 6.771714
H 2.521223 3.365453 -7.918070
H -0.864929 -4.667421 -4.965992
H -2.269867 2.393430 -6.740001
H 2.515275 -5.728436 -1.957190
H -3.010975 -2.610175 -5.678107
H -0.817825 5.348947 3.944715
H -6.405151 3.675239 -3.945258
H -1.964071 0.927842 2.185637
H -9.151918 2.475798 4.505398
H 1.661260 -4.163464 7.901509
H 0.411769 5.079924 1.699035
H 6.566840 2.730929 -0.798931
H 0.001448 -4.710636 8.134401
H 5.337742 -0.520590 2.067812
H 7.592234 1.040492 -5.668333
H 5.059492 6.433993 3.408921
H 2.968767 1.531627 3.961755
H 0.907742 5.791528 4.168408
H 4.584601 -4.819680 -3.816582
H -3.405852 -5.784841 6.207789
H -3.048136 9.562391 1.743049
H -3.933659 -5.835586 2.217051
H -5.882922 -1.178389 2.115085
H -2.611022 -0.382875 -1.861240
H -3.244198 -0.318041 1.558147
H -6.183570 0.516161 2.780549
H -0.659277 2.862711 -4.405547
H -6.006261 4.488521 -2.437061
H -3.605903 -5.196275 -0.186881
H 8.455918 -5.265854 -3.536605
H -4.291400 5.345343 2.814088
H -2.377886 -5.441155 7.685034
H -8.588941 3.381296 3.090924
H 3.067545 -4.762440 0.314938
H -7.906105 -1.149045 -1.835737
H 3.939043 -2.461099 4.128201
H 1.429996 0.446770 -0.644922
H -7.442453 2.304540 4.049814
H 1.253684 0.664693 1.024867
H 8.886015 -5.699487 -5.274524
H -5.787241 -1.764288 4.817658
H 6.181223 -1.696426 -1.678306
H -11.213103 0.626938 -0.249847
H -0.768275 4.425389 0.672753
H -3.116844 8.392064 0.414303
H 4.194386 3.119260 -2.589790
H -0.464197 4.929450 -3.377389
H -8.406608 -2.810432 6.075339
H -2.395090 1.513654 -5.248507
H -2.545181 -5.124983 -5.515053
H -3.429327 -0.469684 -6.380006
H 3.933512 4.252739 -7.285933
H -2.295670 9.970934 0.210786
H 5.167347 4.101069 5.593453
H -11.107541 1.060995 1.451416
H 2.164478 1.895223 0.080688
H -1.483178 -2.532750 4.237373
H 4.004339 5.468643 5.579426
H -1.537383 0.496787 7.896342
H 2.320356 -8.190147 4.880012
H -1.405838 -2.174111 -5.262325
H 4.044028 -1.104459 -6.408915
H -6.874103 -1.633041 -0.474626
H 7.677875 2.619623 -5.082438
H 1.967726 -7.146720 3.375417
H -5.726401 4.349303 2.265872
H 2.164510 2.120318 5.487318
H -4.401829 2.115656 -3.731762
H 3.990851 -2.725188 5.908943

Atomic forces in eV per Å
Br -0.54 -0.41 -0.03
Br 0.37 0.35 -0.35
Br 0.14 -0.36 0.16
Br -0.01 -0.34 -0.06
Br -0.21 -0.51 0.14
Br 0.07 0.95 -0.14
Br 0.57 -0.42 0.11
Br 0.05 0.33 -0.17
Br -0.48 0.04 1.58
Br -0.07 -0.11 -0.01
Br 0.51 0.88 -0.48
Br 0.22 -0.37 -0.02
Br -0.41 -0.93 -0.22
Br 0.10 -0.21 -0.05
Br -0.07 0.42 -0.46
Br -0.32 0.08 -0.15
Br -0.03 -0.46 0.42
Br -0.46 0.19 -0.21
Br 0.12 -0.29 0.03
Br 0.24 0.81 0.17
Br -0.48 0.16 -0.04
Br -0.31 0.55 -0.16
Br -0.16 0.11 -0.09
Br -0.16 -0.29 -0.06
Br -0.78 0.10 -0.08
Br -0.36 -0.54 0.17
P 0.80 1.53 0.24
P -0.35 -1.06 -2.07
P -1.30 -0.19 0.29
P 1.91 -0.15 0.82
P 0.29 0.63 0.95
P 2.23 -1.33 0.25
P 1.15 2.51 -1.19
P -0.33 -1.76 -1.27
O -0.18 0.50 0.63
O -0.19 1.67 -0.56
O -1.28 -0.05 0.71
O -0.59 -0.83 -0.24
O -0.53 0.59 -0.21
O -0.36 -1.27 0.21
O 0.67 1.10 0.58
O -0.32 -0.59 0.52
O -0.12 -0.35 -1.46
O 0.25 0.36 0.37
O 0.26 0.60 -0.78
O 0.00 0.58 -0.10
O 0.08 -0.18 -0.98
O -2.12 1.70 -0.74
O -0.01 -1.44 -0.06
O 0.07 0.21 1.50
O 0.33 -0.20 -0.08
O -0.09 0.57 0.52
O 0.60 0.04 -0.41
O 1.17 0.55 0.70
O 0.73 -0.04 1.81
O 0.53 -1.03 0.11
O 0.18 -0.21 -0.17
O -0.39 -0.94 -0.25
O 0.64 -2.21 0.10
O 0.14 -0.57 -0.23
O 0.24 -0.28 0.70
O 0.49 1.42 -0.51
O -1.08 1.77 0.17
O -2.37 0.95 0.79
O -0.07 -0.63 0.58
O -0.77 0.24 -0.29
C 0.43 -1.50 1.64
C -0.22 1.33 -0.17
C 0.81 -0.63 -0.95
C 0.17 -1.14 -0.25
C 0.20 0.27 1.09
C 0.37 -0.01 -0.05
C 0.78 -0.54 0.30
C -0.97 1.01 0.69
C -0.05 -0.71 0.18
C 0.15 0.77 0.97
C 0.67 0.93 0.75
C 0.81 -2.41 0.31
C 0.67 0.48 0.48
C -0.92 0.00 1.50
C -0.39 -0.18 1.91
C -0.55 0.46 0.35
C -2.50 -1.37 -0.16
C 0.00 0.99 -1.27
C 2.11 -0.65 -2.33
C -0.38 -0.94 -1.16
C -1.29 -0.67 -0.47
C -1.50 -1.93 1.16
C 2.62 -0.35 0.23
C 1.20 0.58 -0.58
C 0.33 -1.08 -0.76
C 2.09 -0.96 1.19
C 1.35 0.99 -1.48
C 1.19 -0.47 0.20
C -0.23 -0.16 2.47
C -0.55 -0.47 -1.94
C 1.68 -0.17 -0.14
C -0.57 0.30 0.85
C -1.61 -0.83 -1.38
C -1.76 0.41 -1.55
C 0.93 -0.54 0.62
C -0.73 1.92 1.74
C -0.22 -0.74 -0.75
C -0.04 -0.05 0.74
C 0.36 -0.14 2.00
C -0.60 0.66 0.92
C 0.01 -0.79 -0.59
C 1.15 -0.20 -1.16
C -0.34 0.14 1.83
C -2.08 -0.97 -0.13
C -0.05 -1.68 -2.13
C -0.34 0.65 1.31
C 0.37 0.84 -2.09
C -0.43 0.57 -0.53
C -0.28 0.13 -0.05
C -0.06 -0.94 0.19
H -1.85 -0.71 -0.78
H -0.06 0.02 -0.74
H -0.03 -0.08 -0.26
H 0.13 -0.05 0.01
H 0.19 -0.96 -0.37
H 1.30 0.61 -1.13
H -0.29 0.27 -0.31
H 0.17 0.41 -0.45
H 0.19 -0.01 -0.13
H 0.22 -0.36 0.53
H -0.92 0.49 -0.33
H -0.68 1.29 1.01
H -0.34 0.34 0.39
H 0.05 -0.54 0.02
H 0.23 0.46 -0.05
H 0.99 0.66 1.06
H -0.19 0.25 -0.05
H 0.05 0.51 -0.59
H 0.07 -0.30 0.83
H 0.17 0.45 -0.23
H 0.45 0.53 0.11
H -0.20 0.39 0.28
H -0.04 -0.32 0.05
H 0.96 0.09 -0.39
H -0.53 -0.13 -0.33
H 0.60 -0.76 -0.13
H -0.12 0.31 1.27
H 0.98 -0.87 -0.04
H 0.94 -0.51 -1.10
H -0.78 0.17 0.28
H 0.05 -0.05 -0.21
H -0.27 0.20 -0.16
H -0.97 1.42 -0.83
H 0.21 0.19 -0.09
H 0.28 0.48 -0.14
H -0.34 -0.22 -0.79
H -0.24 0.16 -1.01
H 0.38 0.42 0.98
H -0.21 -0.32 0.36
H -0.11 -0.31 -0.80
H -0.30 0.42 -0.09
H 0.40 -0.39 0.26
H -0.40 -0.04 -0.65
H 0.01 -0.35 0.37
H -0.18 0.48 0.74
H 0.26 0.20 0.13
H 0.92 -1.04 0.07
H -0.87 0.31 0.43
H -0.62 0.31 -0.25
H -0.45 0.95 -0.25
H 1.12 -0.51 0.12
H -0.67 -1.04 0.27
H 0.32 -0.50 -0.85
H 0.43 0.27 -0.03
H 0.95 0.85 2.43
H 1.16 -0.71 0.15
H -0.41 0.36 -0.28
H 0.54 -0.17 -0.39
H -0.42 -0.05 0.13
H -1.42 0.25 -0.50
H -0.27 -0.28 0.02
H -0.48 0.02 -0.71
H -0.95 -0.63 -0.58
H -0.78 0.16 1.43
H 1.18 1.88 -0.03
H -0.22 0.64 -0.18
H 0.43 0.46 0.08
H 0.74 0.03 0.09
H 0.01 0.17 1.68
H -0.10 -0.61 -0.06
H -0.39 -1.02 0.12
H 0.67 -0.53 0.03
H -1.10 0.59 0.13
H 0.10 0.83 0.02
H 0.35 -0.16 0.29
H 0.75 -0.42 -0.05
H -0.53 -1.13 0.69
H -0.97 1.23 -0.20
H -0.02 -0.33 -0.62
H 0.34 -0.38 0.64
H 0.46 0.17 0.96
H 1.18 0.06 -0.27
H 0.28 -0.23 0.01
H -0.01 0.05 -0.48
H -0.53 0.25 -0.67
H -0.09 0.11 0.31
H -0.36 -0.23 -0.47
H 0.52 -0.20 0.95
H -0.14 -0.77 -0.66
H 1.19 -0.98 0.36
H -0.26 -0.54 0.55
H 0.14 -0.49 -0.97
H -0.07 0.17 -0.05
H -0.39 0.43 0.25
H -0.21 0.98 0.96
H 0.02 0.78 -0.45
H 0.39 0.04 -0.53
H -0.58 0.43 -1.17
H -0.21 -1.47 -1.15
H -0.39 1.11 -0.16
H -1.21 0.18 -0.42
H -0.60 1.16 -0.08
H 0.07 -0.33 -0.04
H -0.20 -0.03 0.13
H 0.66 1.21 0.61
H 0.28 -0.01 0.45
H -0.25 -1.41 -0.36
H 1.17 -0.38 0.01
H -0.57 0.77 -0.95
H -0.40 0.64 0.18
H -0.79 -0.38 -0.04
H -0.07 0.16 0.30
H -0.22 0.64 1.03
H 0.34 0.05 -0.12
H -0.34 1.12 -0.81
H 0.10 -0.80 -0.66
H -0.12 0.12 -0.60
H 0.75 0.42 0.33
H 0.01 1.04 0.48
H -0.21 -0.64 -1.12
H 0.83 0.19 -0.10
H 0.84 0.69 -0.12
H -0.19 0.27 -0.13
H -0.05 -0.25 -0.08

As for the HOMO energy: -9.68 eV. As for the total charge: 0. For the total energy, the calculation gives -74043.12232 a.u.